Entry 1:
A 2-piece molecular cluster, C6H15P overall at a distorted geometry. Source: OMol25; level of theory: wB97M-V/def2-TZVPD.

Results
**DFT total energy**: -15748.7138 eV
**Lowest unoccupied orbital energy**: 0.22 eV
**Multiplicity**: 1
**HOMO**: -8.01 eV
**F_max**: 3.37 eV/A
**Orbital gap**: 8.23 eV

Geometry (Å):
H1 -2.814 -1.633 -1.021
H2 1.485 2.979 -2.620
H3 -0.395 -2.874 -0.342
C1 1.998 0.341 -0.164
C2 -0.818 0.063 1.930
H4 -1.107 -0.737 2.667
C3 -0.253 -2.269 0.605
H5 -2.818 -1.873 0.709
H6 0.809 1.588 -0.384
H7 0.689 0.648 -1.808
H8 2.926 2.064 -2.490
C4 1.420 1.204 -1.182
H9 2.475 2.907 -1.089
C5 2.136 2.329 -1.877
H10 -3.352 -0.141 0.145
H11 -0.811 -2.778 1.376
H12 0.817 -2.318 0.842
C6 -2.691 -1.089 0.030
H13 -1.721 0.805 2.093
H14 2.852 0.895 0.108
P1 -0.944 -0.623 0.167
H15 0.116 0.512 2.305

Electronic structure analysis, Mulliken charges in units of e:
1. H 0.274
2. H 0.273
3. H 0.304
4. C -0.659
5. C -1.090
6. H 0.341
7. C -1.245
8. H 0.348
9. H 0.176
10. H 0.341
11. H 0.368
12. C 0.186
13. H 0.359
14. C -1.287
15. H 0.325
16. H 0.455
17. H 0.331
18. C -1.023
19. H 0.292
20. H 0.244
21. P 0.367
22. H 0.321

Entry 2:
An isolated molecule of C6H15PS2 at a distorted geometry. Source: OMol25; level of theory: wB97M-V/def2-TZVPD.

Results
**DFT total energy**: -37421.9057 eV
**Lowest unoccupied orbital energy (spin up / spin down)**: -0.77 / -0.83 eV
**Multiplicity**: 1
**HOMO (spin up / spin down)**: -7.58 / -7.50 eV
**F_max**: 3.50 eV/A
**Orbital gap (spin up / spin down)**: 6.80 / 6.67 eV

Geometry (Å):
H1 -0.785 -3.057 0.156
C1 3.304 1.384 -1.298
S1 0.562 2.511 2.201
P1 0.536 -0.816 0.078
H2 -2.088 1.006 -0.475
H3 -3.017 -0.272 -1.050
C2 -1.382 -2.440 -0.538
S2 0.763 1.259 0.033
C3 -1.284 -1.049 0.084
H4 -1.050 -2.313 -1.517
C4 2.604 1.354 0.067
H5 -1.542 -0.040 -1.848
H6 -0.668 2.625 2.019
H7 -2.305 -2.898 -0.558
H8 3.580 0.366 -1.368
H9 2.677 2.199 0.611
H10 -1.422 -0.185 2.118
H11 4.113 2.020 -1.354
H12 2.908 0.418 0.575
C5 -1.961 -0.024 -0.851
H13 -2.905 -0.824 1.569
C6 -1.761 -1.026 1.503
H14 -1.484 -1.972 1.914
H15 2.607 1.776 -2.073

Electronic structure analysis, Mulliken charges in units of e:
1. H 0.485
2. C -0.954
3. S -0.343
4. P -0.024
5. H 0.427
6. H 0.443
7. C -2.007
8. S -0.003
9. C 1.465
10. H 0.520
11. C -0.769
12. H 0.422
13. H 0.077
14. H 0.442
15. H 0.295
16. H 0.548
17. H 0.272
18. H 0.374
19. H 0.404
20. C -1.752
21. H 0.301
22. C -1.271
23. H 0.378
24. H 0.269

Entry 3:
A 2-piece molecular cluster, C6H15PS2 overall at a distorted geometry. Source: OMol25; level of theory: wB97M-V/def2-TZVPD.

Results
**DFT total energy**: -37422.7813 eV
**Lowest unoccupied orbital energy**: 0.59 eV
**Structure (SMILES)**: CC(C)P(S)S.C=CC
**Multiplicity**: 1
**HOMO**: -8.56 eV
**F_max**: 4.05 eV/A
**Orbital gap**: 9.15 eV

Geometry (Å):
H1 2.821 -0.697 0.594
S1 -1.485 -2.114 1.558
H2 2.770 -3.155 1.254
H3 -1.523 1.308 -0.277
C1 -1.803 2.067 -0.976
H4 -1.858 2.964 -2.885
H5 -1.737 3.684 0.327
H6 -2.025 -1.039 2.031
H7 2.247 -0.540 -1.064
C2 -2.473 3.288 -0.396
H8 -2.736 4.029 -1.095
H9 0.878 1.233 0.421
C3 1.402 -2.060 0.208
H10 -3.384 2.989 0.096
S2 0.483 0.585 1.612
C4 -1.572 1.993 -2.275
C5 1.756 -2.907 1.350
H11 1.124 -2.679 -0.600
H12 1.198 -3.767 1.341
C6 2.555 -1.210 -0.224
H13 -1.408 1.264 -3.073
H14 1.679 -2.470 2.261
H15 3.336 -1.884 -0.432
P1 -0.246 -0.882 0.241

Electronic structure analysis, Mulliken charges in units of e:
1. H 0.541
2. S -0.306
3. H 0.470
4. H 0.162
5. C 0.242
6. H 0.141
7. H 0.227
8. H 0.127
9. H 0.329
10. C -1.169
11. H 0.405
12. H 0.185
13. C 0.538
14. H 0.289
15. S -0.260
16. C -0.572
17. C -1.772
18. H 0.343
19. H 0.478
20. C -1.847
21. H 0.303
22. H 0.429
23. H 0.522
24. P 0.194

Entry 4:
A 2-piece molecular cluster, C6H16 overall at a distorted geometry. Source: OMol25; level of theory: wB97M-V/def2-TZVPD.

Results
**DFT total energy**: -6480.8669 eV
**Lowest unoccupied orbital energy**: 1.13 eV
**Structure (SMILES)**: CCC.CCC
**Multiplicity**: 1
**HOMO**: -11.23 eV
**F_max**: 2.38 eV/A
**Orbital gap**: 12.36 eV

Geometry (Å):
H1 0.236 0.362 -3.271
H2 -0.489 2.181 0.107
C1 -0.665 -1.860 -1.493
H3 0.318 -0.037 0.882
H4 1.479 -1.509 -1.309
H5 -0.931 2.571 1.776
H6 0.825 2.240 1.356
H7 -0.626 -1.999 -0.431
C2 0.669 -1.316 -2.008
H8 0.944 -1.800 -2.942
C3 -0.343 0.539 1.522
C4 0.553 0.228 -2.237
H9 1.554 0.631 -2.120
C5 -0.224 2.043 1.143
H10 -0.922 -2.831 -1.933
H11 0.573 1.127 3.355
H12 -1.554 -1.278 -1.742
H13 -0.202 0.591 -1.560
C6 0.030 0.245 2.987
H14 -0.850 0.426 3.615
H15 0.537 -0.698 3.108
H16 -1.344 0.237 1.348

Electronic structure analysis, Mulliken charges in units of e:
1. H 0.388
2. H 0.379
3. C -1.097
4. H -0.051
5. H 0.295
6. H 0.358
7. H 0.344
8. H 0.261
9. C -0.325
10. H 0.382
11. C 0.151
12. C -0.904
13. H 0.287
14. C -1.352
15. H 0.332
16. H 0.308
17. H 0.327
18. H 0.064
19. C -1.197
20. H 0.296
21. H 0.358
22. H 0.397

Entry 5:
A 2-piece molecular cluster, C6H16 overall at a distorted geometry. Source: OMol25; level of theory: wB97M-V/def2-TZVPD.

Results
**DFT total energy**: -6480.3439 eV
**Lowest unoccupied orbital energy**: 1.17 eV
**Structure (SMILES)**: CC(C)C.CC
**Multiplicity**: 1
**HOMO**: -10.77 eV
**F_max**: 2.72 eV/A
**Orbital gap**: 11.94 eV

Geometry (Å):
H1 0.496 -0.561 -1.411
H2 1.656 -0.463 -0.018
H3 0.565 2.311 1.571
H4 -2.259 -2.963 1.283
C1 1.020 2.562 -0.749
H5 1.961 0.392 -1.494
H6 0.492 3.490 -0.480
H7 0.946 2.516 -1.838
C2 0.309 1.278 1.304
H8 -0.643 -3.375 1.298
H9 -0.678 1.291 -0.682
H10 -2.221 -1.915 -0.998
C3 0.328 1.296 -0.281
H11 0.947 0.562 1.788
H12 -1.099 -1.784 1.747
C4 1.135 0.090 -0.826
H13 -0.813 -1.057 -0.562
H14 -0.738 0.992 1.472
H15 2.075 2.685 -0.487
H16 -0.918 -2.763 -1.175
C5 -1.273 -2.045 -0.445
C6 -1.290 -2.542 0.983

Electronic structure analysis, Mulliken charges in units of e:
1. H 0.384
2. H 0.297
3. H 0.418
4. H 0.316
5. C -1.890
6. H 0.392
7. H 0.435
8. H 0.467
9. C -1.200
10. H 0.299
11. H 0.401
12. H 0.377
13. C 0.854
14. H 0.283
15. H 0.277
16. C -1.389
17. H -0.512
18. H 0.202
19. H 0.370
20. H 0.386
21. C -0.139
22. C -1.028

Entry 6:
A 2-piece molecular cluster, C6H16 overall at a distorted geometry. Source: OMol25; level of theory: wB97M-V/def2-TZVPD.

Results
**DFT total energy**: -6479.4073 eV
**Lowest unoccupied orbital energy**: 1.07 eV
**Structure (SMILES)**: CCC.CCC
**Multiplicity**: 1
**HOMO**: -10.78 eV
**F_max**: 3.38 eV/A
**Orbital gap**: 11.84 eV

Geometry (Å):
H1 0.768 2.891 -2.048
H2 -1.630 -0.361 0.390
C1 -1.059 -1.196 0.665
C2 0.943 0.936 -1.108
H3 -0.491 0.260 2.395
H4 -0.159 0.729 -0.910
C3 1.705 1.769 0.089
C4 0.995 1.808 -2.356
H5 1.375 -0.055 -1.243
H6 1.229 2.730 0.323
H7 1.807 1.692 -3.136
H8 -3.109 -2.493 0.873
H9 -2.309 -2.777 -0.494
H10 1.631 1.340 1.110
C5 -2.072 -2.509 0.617
H11 2.837 1.857 -0.212
H12 -1.069 -1.512 2.774
H13 -0.234 -1.308 -0.022
H14 0.272 1.669 -3.181
H15 0.525 -1.274 2.227
H16 -1.492 -3.316 1.189
C6 -0.463 -0.880 2.058

Electronic structure analysis, Mulliken charges in units of e:
1. H 0.247
2. H 0.306
3. C -0.039
4. C 0.102
5. H 0.201
6. H -0.007
7. C -1.012
8. C -1.196
9. H 0.291
10. H 0.329
11. H 0.308
12. H 0.345
13. H 0.292
14. H 0.276
15. C -1.175
16. H 0.269
17. H 0.386
18. H 0.155
19. H 0.380
20. H 0.282
21. H 0.302
22. C -1.041

Repeat the third record exactly.
A 2-piece molecular cluster, C6H15PS2 overall at a distorted geometry. Source: OMol25; level of theory: wB97M-V/def2-TZVPD.

Results
**DFT total energy**: -37422.7813 eV
**Lowest unoccupied orbital energy**: 0.59 eV
**Structure (SMILES)**: CC(C)P(S)S.C=CC
**Multiplicity**: 1
**HOMO**: -8.56 eV
**F_max**: 4.05 eV/A
**Orbital gap**: 9.15 eV

Geometry (Å):
H1 2.821 -0.697 0.594
S1 -1.485 -2.114 1.558
H2 2.770 -3.155 1.254
H3 -1.523 1.308 -0.277
C1 -1.803 2.067 -0.976
H4 -1.858 2.964 -2.885
H5 -1.737 3.684 0.327
H6 -2.025 -1.039 2.031
H7 2.247 -0.540 -1.064
C2 -2.473 3.288 -0.396
H8 -2.736 4.029 -1.095
H9 0.878 1.233 0.421
C3 1.402 -2.060 0.208
H10 -3.384 2.989 0.096
S2 0.483 0.585 1.612
C4 -1.572 1.993 -2.275
C5 1.756 -2.907 1.350
H11 1.124 -2.679 -0.600
H12 1.198 -3.767 1.341
C6 2.555 -1.210 -0.224
H13 -1.408 1.264 -3.073
H14 1.679 -2.470 2.261
H15 3.336 -1.884 -0.432
P1 -0.246 -0.882 0.241

Electronic structure analysis, Mulliken charges in units of e:
1. H 0.541
2. S -0.306
3. H 0.470
4. H 0.162
5. C 0.242
6. H 0.141
7. H 0.227
8. H 0.127
9. H 0.329
10. C -1.169
11. H 0.405
12. H 0.185
13. C 0.538
14. H 0.289
15. S -0.260
16. C -0.572
17. C -1.772
18. H 0.343
19. H 0.478
20. C -1.847
21. H 0.303
22. H 0.429
23. H 0.522
24. P 0.194